Record 1
31
Properties=species:S:1:pos:R:3:lowdin_charge:R:1 method="wB97M-V/def2-TZVPD" e_lumo_ev="0.597 / 0.597" homo_ev="-6.7 / -6.7" de_lowest_kcal_mol=111.7 gap_ev="7.33 / 7.33"
C -1.791 -0.421 3.451 -0.097
C -0.636 0.345 3.523 -0.087
C -2.227 -0.873 2.216 -0.085
C 0.069 0.654 2.380 -0.017
C -1.532 -0.566 1.064 -0.034
C -0.367 0.213 1.121 -0.149
C 0.475 -2.357 -0.803 -0.103
C 1.764 -1.748 -1.322 -0.097
C -0.272 1.192 -2.616 -0.068
C -1.489 0.605 -1.968 -0.066
C 0.369 0.599 -0.057 -0.152
C 0.499 -1.014 -1.380 -0.118
C -0.127 0.296 -1.422 -0.403
C 2.227 1.891 -0.818 -0.065
O 1.630 1.088 0.174 -0.095
H -2.342 -0.662 4.348 0.098
H -0.286 0.703 4.481 0.102
H -3.122 -1.475 2.152 0.102
H 0.966 1.250 2.439 0.111
H -1.886 -0.941 0.116 0.110
H 0.008 -3.151 -1.376 0.098
H 0.357 -2.484 0.268 0.102
H 2.520 -1.461 -0.598 0.103
H 2.188 -2.127 -2.245 0.096
H 0.037 0.798 -3.573 0.111
H -0.097 2.251 -2.503 0.098
H -2.120 1.261 -1.385 0.111
H -2.024 -0.175 -2.487 0.110
H 1.646 2.799 -1.001 0.095
H 2.357 1.342 -1.754 0.096
H 3.206 2.169 -0.425 0.096



Record 2
21
Properties=species:S:1:pos:R:3:lowdin_charge:R:1 method="wB97M-V/def2-TZVPD" e_lumo_ev=-3.303 homo_ev=-14.0 charge=+1 de_lowest_kcal_mol=89.2 gap_ev=10.73
C -0.155 1.392 2.040 0.010
C -1.805 1.922 0.683 -0.108
C 0.183 2.579 1.402 0.027
C 1.471 -1.399 -0.843 -0.069
C 1.527 -0.021 -0.366 -0.052
C 0.211 -0.723 -0.624 -0.388
C -1.178 -0.641 -1.259 0.036
N -1.392 0.979 1.448 0.087
N -0.920 -1.075 0.136 0.031
O -0.893 2.898 0.556 0.074
H 0.378 0.743 2.643 0.109
H -2.713 2.079 0.154 0.164
H 1.663 -1.712 -1.791 0.098
H 1.767 -2.100 -0.131 0.108
H 1.830 0.392 0.626 0.108
H 1.839 0.738 -1.168 0.143
H -1.618 0.337 -1.186 0.079
H 1.031 3.158 1.284 0.118
H -1.567 -1.317 -2.053 0.142
H -0.979 -2.044 0.405 0.152
H -1.433 -0.133 1.064 0.132



Record 3
18
Properties=species:S:1:pos:R:3:lowdin_charge:R:1 method="wB97M-V/def2-TZVPD" e_lumo_ev=-3.213 homo_ev=-15.2 charge=+1 de_lowest_kcal_mol=0.0 gap_ev=12.04
C -2.818 -0.399 1.978 0.046
C 0.659 -1.079 -0.894 -0.063
C -0.741 -0.879 -0.320 -0.211
C -0.877 0.524 -0.100 -0.465
N -1.681 1.187 -0.861 0.283
N -0.119 1.015 0.860 0.233
O -3.424 -0.261 2.920 0.092
Cl 1.888 0.456 3.408 0.342
H 0.776 -1.993 -1.496 0.098
H 1.493 -1.012 -0.149 0.092
H 0.857 -0.202 -1.586 0.109
H -1.417 -1.461 -0.936 0.143
H -0.655 -1.421 0.556 0.088
H -1.770 2.140 -0.878 0.117
H -2.174 0.594 -1.527 0.162
H 0.662 0.432 1.157 0.052
H 2.482 -0.673 3.285 -0.216
H 0.111 1.932 0.930 0.099



Record 4
23
Properties=species:S:1:pos:R:3:lowdin_charge:R:1 method="wB97M-V/def2-TZVPD" e_lumo_ev=-2.657 homo_ev=-15.6 charge=+1 de_lowest_kcal_mol=10.6 gap_ev=12.98
C -0.185 -0.794 2.638 -0.039
C 0.243 -0.357 1.242 -0.377
N -0.975 -0.324 0.332 0.000
C -1.916 0.832 0.568 0.016
C 1.292 -1.246 0.599 -0.034
H -0.625 -1.802 2.587 0.097
H 0.749 -0.880 3.190 0.094
H -0.954 -0.263 3.185 0.078
H 0.605 0.671 1.288 0.153
H -1.517 -1.187 0.302 0.179
H -0.628 -0.154 -0.645 0.084
H -2.123 0.856 1.633 0.089
H -2.789 0.616 -0.038 0.104
H -1.450 1.773 0.297 0.105
H 1.000 -2.294 0.679 0.098
H 1.715 -0.877 -0.316 0.077
H 2.093 -1.248 1.357 0.099
H 0.641 0.774 -2.561 0.000
H -0.485 -0.239 -2.808 0.085
O -0.006 0.224 -2.110 -0.035
H 1.220 2.528 -3.815 0.078
H 2.438 1.674 -4.072 0.066
O 1.658 1.716 -3.532 -0.019



Record 5
24
Properties=species:S:1:pos:R:3:lowdin_charge:R:1 method="wB97M-V/def2-TZVPD" e_lumo_ev=0.258 homo_ev=-7.9 de_lowest_kcal_mol=67.9 gap_ev=8.14
C -3.608 -1.002 0.572 -0.051
N -2.601 -0.380 1.053 -0.008
C -1.726 0.460 0.329 -0.124
C -0.872 -0.003 -0.568 -0.296
C -0.874 -1.427 -0.985 -0.061
C 0.268 0.871 -1.080 -0.168
C 1.695 0.286 -0.978 -0.154
C 2.017 0.264 0.455 -0.417
C 2.568 1.441 1.159 -0.064
C 1.641 -0.683 1.251 -0.636
S 1.286 -1.812 2.288 0.745
H -4.323 -1.471 1.319 0.089
H -3.771 -1.072 -0.513 0.081
H -1.725 1.453 0.629 0.097
H -0.106 -2.037 -0.478 0.068
H -0.615 -1.479 -2.053 0.094
H -1.787 -1.927 -0.647 0.056
H 0.288 1.917 -0.726 0.116
H 0.047 1.142 -2.126 0.113
H 2.479 0.838 -1.469 0.108
H 1.613 -0.746 -1.517 0.144
H 3.374 1.943 0.546 0.102
H 1.893 2.330 1.406 0.104
H 2.838 1.094 2.133 0.064



Record 6
24
Properties=species:S:1:pos:R:3:lowdin_charge:R:1 method="wB97M-V/def2-TZVPD" e_lumo_ev="-0.039 / -0.037" homo_ev="-7.8 / -7.8" de_lowest_kcal_mol=55.1 gap_ev="7.75 / 7.75"
C 1.744 0.456 -1.643 -0.007
C 1.845 1.720 1.098 -0.053
C -1.133 -2.610 0.671 -0.202
C -3.003 1.152 -0.584 -0.212
C 1.901 -0.179 -0.306 -0.399
O -1.284 0.088 1.801 -0.366
O 2.396 -1.515 -0.323 0.091
O 2.324 0.477 0.723 -0.048
O -1.391 -1.587 -0.220 -0.328
O -1.651 0.876 -0.695 -0.328
P -0.883 -0.110 0.374 0.660
H 1.300 -0.162 -2.400 0.089
H 1.127 1.353 -1.405 0.097
H 2.757 0.494 -2.122 0.119
H 1.917 1.782 2.138 0.088
H 0.822 1.858 0.948 0.048
H 2.525 2.430 0.519 0.141
H -1.699 -3.465 0.218 0.100
H -1.510 -2.355 1.716 0.095
H -0.060 -2.772 0.690 0.057
H -3.379 1.106 0.437 0.062
H -3.800 0.546 -1.210 0.107
H -3.346 2.218 -0.984 0.108
H 2.479 -1.798 0.558 0.082



Record 7
19
Properties=species:S:1:pos:R:3:lowdin_charge:R:1 method="wB97M-V/def2-TZVPD" e_lumo_ev=-5.273 homo_ev=-14.5 charge=+1 de_lowest_kcal_mol=37.9 smiles="C=[NH+]C(=C)CCC" gap_ev=9.18
C 1.601 -0.955 -1.646 0.212
N 0.433 -1.413 -1.431 0.115
C -0.418 -0.955 -0.342 -0.302
C -0.682 -1.810 0.641 0.142
C -0.914 0.427 -0.433 -0.162
C -0.082 1.584 0.220 -0.206
C 0.010 1.436 1.751 -0.083
H 2.190 -1.343 -2.470 0.131
H 2.009 -0.110 -1.110 0.122
H 0.109 -2.112 -2.094 0.189
H -0.441 -2.856 0.758 0.091
H -1.357 -1.425 1.392 0.088
H -1.902 0.448 0.034 0.131
H -1.116 0.716 -1.471 0.126
H -0.538 2.546 0.002 0.113
H 0.898 1.550 -0.254 0.080
H -0.566 2.189 2.278 0.078
H -0.292 0.482 2.169 0.056
H 1.060 1.602 2.006 0.079



Record 8
119
Properties=species:S:1:pos:R:3:lowdin_charge:R:1 method="wB97M-V/def2-TZVPD" e_lumo_ev=0.993 homo_ev=-5.1 charge=-1 gap_ev=6.06
C 2.960 2.129 -6.591 -0.123
C 1.530 2.720 -6.757 -0.287
C 0.399 1.702 -7.025 -0.461
F 0.342 1.527 -8.464 -0.184
Ga -1.448 2.128 -6.231 0.195
H 3.748 2.748 -7.073 0.059
H 3.008 1.101 -7.037 0.072
H 3.224 2.014 -5.520 0.042
H 1.268 3.312 -5.847 0.045
H 1.525 3.430 -7.625 0.109
H 0.723 0.702 -6.639 0.066
H -1.460 1.422 -4.764 -0.121
H -2.518 1.468 -7.221 -0.126
H -1.699 3.718 -6.077 -0.123
C 0.978 4.795 -2.434 -2.018
Cl 0.693 5.646 -3.934 0.573
Cl 0.918 3.044 -2.712 0.466
Cl 2.570 5.229 -1.761 0.491
Cl -0.249 5.197 -1.229 0.493
C -0.352 2.313 2.030 -1.996
Cl -1.488 3.661 2.218 0.500
Cl 1.024 2.603 3.100 0.462
Cl -1.086 0.780 2.486 0.510
Cl 0.187 2.246 0.360 0.527
C -3.361 -1.883 -0.191 -2.009
Cl -2.009 -0.775 -0.316 0.514
Cl -4.804 -1.160 -0.922 0.494
Cl -3.003 -3.381 -1.044 0.469
Cl -3.681 -2.239 1.524 0.511
C 5.119 0.344 -2.130 -2.016
Cl 6.793 0.911 -2.307 0.522
Cl 4.032 1.717 -2.060 0.499
Cl 4.659 -0.690 -3.478 0.516
Cl 4.965 -0.583 -0.620 0.476
C 1.546 1.241 7.033 -2.026
Cl 2.959 1.397 5.972 0.494
Cl 0.129 1.082 6.005 0.500
Cl 1.735 -0.183 8.063 0.524
Cl 1.395 2.697 8.019 0.516
C -1.584 -7.078 -2.515 -1.945
Cl -1.619 -8.440 -3.643 0.488
Cl -0.018 -6.270 -2.603 0.470
Cl -2.857 -5.928 -2.946 0.495
Cl -1.865 -7.666 -0.870 0.555
C 0.710 -1.812 -3.160 -1.972
Cl 0.983 -2.772 -1.683 0.484
Cl 1.460 -0.216 -2.926 0.478
Cl 1.466 -2.638 -4.528 0.501
Cl -1.012 -1.618 -3.419 0.509
C -3.922 1.871 6.086 -2.039
Cl -3.498 0.154 6.170 0.482
Cl -5.663 2.082 6.289 0.538
Cl -3.066 2.744 7.370 0.509
Cl -3.399 2.476 4.518 0.494
C -2.055 -3.608 7.219 -2.040
Cl -2.957 -3.039 5.810 0.505
Cl -1.882 -5.363 7.154 0.503
Cl -0.452 -2.857 7.218 0.504
Cl -2.918 -3.147 8.692 0.529
C 0.960 -8.264 8.420 -2.054
Cl 2.312 -8.897 7.474 0.524
Cl -0.560 -8.658 7.601 0.507
Cl 0.964 -9.006 10.026 0.518
Cl 1.113 -6.514 8.577 0.509
C -7.492 -4.554 -0.322 -2.047
Cl -8.631 -5.899 -0.511 0.515
Cl -5.933 -4.993 -1.017 0.503
Cl -8.130 -3.126 -1.142 0.515
Cl -7.286 -4.199 1.399 0.515
C 4.670 -1.375 2.888 -2.017
Cl 6.129 -0.472 2.465 0.511
Cl 3.262 -0.308 2.837 0.461
Cl 4.446 -2.701 1.742 0.523
Cl 4.843 -2.030 4.525 0.529
C 3.480 -5.599 -3.262 -1.993
Cl 5.005 -6.479 -3.462 0.519
Cl 2.539 -5.715 -4.753 0.513
Cl 2.554 -6.320 -1.933 0.471
Cl 3.813 -3.910 -2.894 0.485
C 5.322 3.291 1.818 -1.978
Cl 6.269 3.527 3.302 0.485
Cl 6.309 2.479 0.601 0.511
Cl 3.903 2.302 2.177 0.444
Cl 4.799 4.863 1.210 0.505
C 3.856 5.718 6.060 -2.019
Cl 2.272 5.069 5.650 0.494
Cl 3.692 7.407 6.562 0.528
Cl 4.563 4.778 7.382 0.523
Cl 4.911 5.620 4.643 0.468
C -4.864 3.197 -3.092 -2.036
Cl -5.445 4.089 -4.500 0.531
Cl -4.798 1.475 -3.470 0.496
Cl -3.263 3.764 -2.641 0.509
Cl -5.982 3.463 -1.728 0.475
C -9.096 1.321 -0.010 -2.050
Cl -8.910 2.692 1.098 0.515
Cl -10.177 0.121 0.718 0.512
Cl -9.789 1.890 -1.533 0.525
Cl -7.521 0.595 -0.309 0.479
C 1.804 -9.838 -4.678 -2.001
Cl 1.910 -9.200 -6.323 0.523
Cl 1.619 -11.598 -4.746 0.514
Cl 3.275 -9.431 -3.790 0.497
Cl 0.407 -9.129 -3.861 0.385
C -3.221 -2.347 -6.674 -2.036
Cl -1.637 -2.299 -7.457 0.530
Cl -4.487 -2.449 -7.914 0.512
Cl -3.312 -3.808 -5.651 0.463
Cl -3.431 -0.910 -5.706 0.477
C 6.488 9.025 1.205 -2.053
Cl 6.685 7.545 2.146 0.492
Cl 4.814 9.140 0.646 0.523
Cl 6.871 10.429 2.212 0.517
Cl 7.572 8.988 -0.190 0.525
C -1.387 7.222 4.154 -2.053
Cl 0.134 7.059 3.271 0.513
Cl -2.736 7.259 3.010 0.526
Cl -1.579 5.850 5.251 0.497
Cl -1.372 8.725 5.090 0.520



Record 9
15
Properties=species:S:1:pos:R:3:lowdin_charge:R:1 method="wB97M-V/def2-TZVPD" e_lumo_ev=0.690 homo_ev=-9.8 de_lowest_kcal_mol=40.3 smiles="O=C(CO)CCO" gap_ev=10.46
O -0.068 1.802 0.811 0.083
C -0.533 0.727 0.478 -0.380
C -1.560 0.715 -0.651 -0.189
O -1.023 1.391 -1.767 -0.050
C 0.017 -0.564 1.030 -0.085
C 1.417 -0.760 0.390 -0.237
O 1.504 -2.016 -0.251 -0.059
H -1.813 -0.300 -0.969 0.123
H -2.473 1.208 -0.275 0.131
H -0.629 2.204 -1.418 0.090
H 0.094 -0.487 2.119 0.123
H -0.612 -1.421 0.773 0.117
H 1.598 0.057 -0.319 0.122
H 2.184 -0.675 1.168 0.120
H 1.897 -1.881 -1.120 0.090



Record 10
26
Properties=species:S:1:pos:R:3:lowdin_charge:R:1 method="wB97M-V/def2-TZVPD" e_lumo_ev=0.108 homo_ev=-7.8 de_lowest_kcal_mol=26.4 smiles=Cn1c(P(C)C)ccc1P(C)I gap_ev=7.92
C -2.105 0.053 0.088 -0.078
N -0.642 0.360 0.146 -0.169
C 0.364 0.209 -0.894 -0.347
P -0.168 -0.525 -2.530 0.854
C -0.615 -2.195 -2.004 -0.361
C 1.427 -1.046 -3.339 -0.302
C 1.589 0.539 -0.320 -0.083
C 1.374 0.807 1.061 -0.074
C -0.024 0.776 1.259 -0.536
P -1.051 0.933 2.778 0.496
C -0.113 2.376 3.565 -0.401
I -0.261 -0.785 4.299 0.356
H -2.179 -0.328 -0.970 0.044
H -2.502 -0.688 0.723 0.059
H -2.633 1.044 0.161 0.102
H -1.382 -2.071 -1.188 0.016
H 0.324 -2.705 -1.536 0.076
H -1.147 -2.808 -2.817 0.066
H 1.494 -2.121 -3.098 0.017
H 2.323 -0.472 -3.037 0.035
H 1.334 -1.041 -4.446 0.034
H 2.519 0.505 -0.767 0.065
H 2.056 1.099 1.758 0.060
H -0.843 2.567 4.432 0.040
H 0.000 3.363 2.958 0.077
H 0.862 2.153 3.720 -0.048



Record 11
51
Properties=species:S:1:pos:R:3:mulliken_spin:R:1 method="wB97M-V/def2-TZVPD" multiplicity=2 e_lumo_ev="-8.947 / -9.037" homo_ev="-15.8 / -15.8" charge=+2 gap_ev="6.89 / 6.81"
Zr -0.038 -3.905 -11.801 1.059
O -0.364 -5.770 -12.664 -0.058
H -0.505 -6.662 -13.036 0.015
C -4.563 -4.351 -10.959 0.001
C -3.211 -4.601 -10.329 -0.002
C -3.325 -5.919 -9.612 0.015
O -2.390 -4.678 -11.443 -0.011
H -4.488 -3.564 -11.710 0.000
H -5.275 -3.910 -10.261 0.000
H -4.983 -5.210 -11.482 0.000
H -2.934 -3.805 -9.638 -0.007
H -2.345 -6.392 -9.547 -0.004
H -3.969 -6.630 -10.129 0.000
H -3.577 -5.841 -8.554 0.002
H -2.857 -5.363 -11.927 0.003
C -3.981 -9.234 -12.242 0.000
C -2.584 -8.518 -12.121 0.000
C -1.499 -9.198 -12.983 0.000
O -2.790 -7.206 -12.604 -0.002
H -4.705 -8.604 -11.726 0.000
H -3.981 -10.221 -11.780 0.000
H -4.342 -9.332 -13.266 0.000
H -2.178 -8.362 -11.121 -0.001
H -0.692 -8.469 -13.061 -0.001
H -1.904 -9.318 -13.988 0.000
H -1.094 -10.151 -12.643 0.000
H -1.907 -6.886 -12.801 0.002
C 3.357 -4.574 -9.481 0.006
C 3.146 -4.602 -10.989 0.000
C 4.086 -5.672 -11.612 -0.002
O 1.905 -5.247 -11.248 -0.024
H 4.123 -3.849 -9.203 0.000
H 3.606 -5.572 -9.121 0.001
H 2.439 -4.264 -8.982 -0.002
H 3.376 -3.606 -11.368 -0.006
H 3.920 -5.655 -12.690 0.003
H 3.838 -6.684 -11.294 0.001
H 5.131 -5.372 -11.536 -0.001
H 1.958 -6.151 -10.929 0.009
C 2.267 -3.725 -15.985 -0.002
C 1.653 -4.605 -14.921 0.009
C 2.239 -6.016 -14.837 -0.004
O 1.688 -4.034 -13.630 -0.011
H 2.240 -4.159 -16.985 0.000
H 3.341 -3.709 -15.803 0.000
H 1.926 -2.692 -16.053 0.001
H 0.585 -4.774 -15.059 0.007
H 2.010 -6.434 -15.817 0.000
H 1.793 -6.632 -14.056 0.002
H 3.326 -6.036 -14.757 0.000
H 2.551 -3.617 -13.570 0.003



Record 12
77
Properties=species:S:1:pos:R:3:lowdin_charge:R:1 method="wB97M-V/def2-TZVPD" e_lumo_ev=1.844 homo_ev=-4.9 charge=-1 de_lowest_kcal_mol=0.0 gap_ev=6.78
Li -9.677 -4.827 19.157 0.639
C -10.013 4.075 16.663 -0.111
C -8.826 3.123 16.596 -0.271
C -9.204 1.662 16.844 -0.193
C -7.975 0.773 16.694 -0.128
N -8.219 -0.669 17.079 -0.247
C -9.522 -1.181 16.495 -0.081
C -9.283 -2.665 16.392 -0.137
C -7.814 -2.791 15.962 -0.122
C -7.102 -1.566 16.552 -0.069
C -8.249 -0.713 18.576 0.015
H -9.736 5.015 16.184 0.069
H -10.301 4.301 17.690 0.074
H -10.895 3.679 16.156 0.075
H -8.042 3.517 17.254 0.110
H -8.347 3.162 15.609 0.109
H -9.907 1.441 16.037 0.115
H -9.762 1.525 17.771 0.123
H -7.157 1.096 17.332 0.131
H -7.728 0.803 15.633 0.133
H -10.296 -0.959 17.229 0.113
H -9.676 -0.722 15.520 0.135
H -9.474 -3.107 17.354 0.065
H -9.883 -3.163 15.634 0.113
H -7.405 -3.730 16.324 0.093
H -7.700 -2.713 14.880 0.112
H -6.512 -1.821 17.429 0.122
H -6.556 -1.050 15.771 0.119
H -7.318 -0.299 18.958 0.111
H -8.289 -1.775 18.824 0.103
H -9.085 -0.136 18.950 0.083
C -9.266 1.203 24.919 -0.110
C -8.473 -0.099 24.976 -0.259
C -9.025 -1.156 24.022 -0.196
C -8.344 -2.484 24.322 -0.153
N -8.584 -3.576 23.343 -0.230
C -8.003 -3.318 21.990 -0.109
C -6.752 -4.164 21.857 -0.107
C -7.165 -5.402 22.636 -0.152
C -7.890 -4.848 23.837 -0.097
C -10.052 -3.875 23.299 0.027
H -10.211 1.103 25.458 0.073
H -9.599 1.393 23.892 0.076
H -8.718 2.080 25.253 0.064
H -8.594 -0.545 25.968 0.108
H -7.426 0.100 24.744 0.110
H -8.886 -0.897 22.973 0.094
H -10.093 -1.291 24.207 0.124
H -8.611 -2.869 25.309 0.136
H -7.261 -2.328 24.373 0.135
H -8.822 -3.475 21.297 0.091
H -7.841 -2.246 21.867 0.120
H -6.471 -4.294 20.817 0.106
H -5.942 -3.691 22.426 0.116
H -7.793 -6.066 22.035 0.101
H -6.378 -6.098 22.937 0.126
H -8.559 -5.483 24.407 0.128
H -7.136 -4.511 24.559 0.121
H -10.542 -3.051 22.783 0.092
H -10.405 -3.937 24.327 0.111
H -10.203 -4.821 22.779 0.074
N -10.284 -6.883 21.544 -0.581
O -9.792 -6.933 22.714 -0.088
O -11.016 -7.776 21.142 0.030
O -10.022 -5.872 20.846 -0.120
N -10.540 -1.783 19.972 -0.577
O -11.171 -1.028 19.213 -0.019
O -10.197 -1.388 21.108 -0.043
O -10.220 -2.926 19.583 -0.087
N -11.827 -5.400 16.774 -0.608
O -12.671 -6.289 16.917 -0.025
O -11.842 -4.634 15.789 -0.066
O -10.913 -5.267 17.636 -0.139
N -6.685 -5.263 18.440 -0.607
O -5.717 -4.604 17.988 -0.061
O -7.805 -4.678 18.516 -0.138
O -6.546 -6.426 18.814 0.007